No. 1
48
Properties=species:S:1:pos:R:3:nbo_charge:R:1 method="wB97M-V/def2-TZVPD" relative_energy_kcal_mol=0.0 fmax_ha_per_bohr=0.0040 lumo_ev="-10.09 / -10.09" multiplicity=1 homo_ev="-16.19 / -16.19" charge=+3 energy_ev=-127381.204 gap_ev="6.11 / 6.11"
V -2.08 -1.83 0.38 0.740
C 0.08 -5.11 1.66 -0.279
C 0.13 -3.80 1.25 0.067
N -1.13 -3.36 0.98 -0.357
N -2.00 -4.40 1.23 -0.324
C -1.28 -5.44 1.63 0.118
B -3.54 -4.15 0.99 0.911
N -3.69 -3.68 -0.53 -0.331
C -4.37 -4.24 -1.51 0.148
C -4.20 -3.49 -2.69 -0.274
C -3.38 -2.45 -2.35 0.059
N -3.06 -2.55 -1.03 -0.346
N -3.93 -2.89 1.89 -0.331
C -4.82 -2.81 2.87 0.146
C -4.83 -1.51 3.40 -0.273
C -3.90 -0.82 2.68 0.059
N -3.34 -1.65 1.75 -0.346
N -4.48 -5.26 1.26 -0.453
C -4.42 -6.55 1.72 -0.018
C -5.69 -7.04 1.75 -0.302
C -6.50 -5.98 1.30 -0.001
N -5.79 -4.92 0.99 -0.313
H 0.90 -5.74 1.95 0.285
H 0.97 -3.14 1.12 0.262
H -1.73 -6.38 1.88 0.254
H -4.95 -5.13 -1.34 0.279
H -4.64 -3.70 -3.65 0.284
H -3.00 -1.64 -2.94 0.261
H -5.41 -3.67 3.14 0.278
H -5.44 -1.15 4.20 0.284
H -3.58 0.21 2.74 0.261
H -3.51 -7.04 2.00 0.216
H -5.99 -8.03 2.06 0.267
H -7.57 -5.96 1.18 0.244
C 4.39 11.15 -2.10 -1.222
Si 3.11 11.46 -3.36 1.989
C 3.38 10.91 -5.08 -1.222
C 1.66 12.48 -2.95 -1.222
Se -0.97 -0.13 -0.05 0.524
H 5.11 11.98 -2.16 0.309
H 4.94 10.23 -2.30 0.291
H 3.98 11.15 -1.09 0.291
H 3.96 11.69 -5.58 0.309
H 2.44 10.80 -5.63 0.292
H 3.96 9.99 -5.13 0.291
H 1.93 13.52 -3.13 0.310
H 1.38 12.40 -1.90 0.292
H 0.80 12.25 -3.59 0.292



No. 2
43
Properties=species:S:1:pos:R:3:nbo_charge:R:1 method="wB97M-V/def2-TZVPD" relative_energy_kcal_mol=0.0 fmax_ha_per_bohr=0.0330 lumo_ev=0.49 multiplicity=1 homo_ev=-9.23 charge=0 energy_ev=-68194.458 gap_ev=9.72
C -2.26 -2.27 1.78 -0.602
C -1.23 -2.56 0.69 -0.401
C -1.40 -1.60 -0.48 -0.412
C -0.35 -1.80 -1.56 -0.558
H -0.46 -1.04 -2.34 0.259
H -0.37 -2.80 -1.99 0.221
S 1.35 -1.61 -0.84 1.092
N 1.42 -0.29 -0.02 -1.197
S 0.96 1.16 -0.64 2.301
O 0.42 1.01 -1.98 -0.994
O 2.04 2.09 -0.49 -0.941
C -0.36 1.64 0.47 -0.347
C -1.52 2.18 -0.03 -0.137
C -2.54 2.52 0.84 -0.224
C -2.40 2.31 2.21 -0.001
C -1.21 1.77 2.69 -0.210
C -0.19 1.43 1.82 -0.179
H 0.73 1.00 2.17 0.241
H -1.09 1.60 3.75 0.214
C -3.50 2.69 3.16 -0.630
H -3.52 2.02 4.01 0.219
H -4.46 2.68 2.66 0.218
H -3.33 3.70 3.53 0.226
H -3.46 2.94 0.46 0.213
H -1.62 2.32 -1.10 0.233
C 2.28 -1.37 -2.46 -0.551
C 3.22 -0.22 -2.33 -0.289
C 4.67 -0.34 -2.70 -0.075
C 4.29 -0.21 -1.27 -0.416
H 4.48 0.72 -0.76 0.260
H 4.39 -1.09 -0.65 0.229
Cl 5.44 1.01 -3.52 0.021
Cl 5.29 -1.87 -3.28 0.000
H 2.76 0.74 -2.54 0.276
H 1.55 -1.20 -3.25 0.245
H 2.81 -2.31 -2.62 0.242
H -1.32 -0.58 -0.12 0.222
H -2.39 -1.73 -0.93 0.217
H -0.23 -2.45 1.10 0.201
H -1.34 -3.59 0.35 0.195
H -2.13 -2.95 2.62 0.211
H -3.27 -2.39 1.40 0.201
H -2.14 -1.25 2.14 0.209



No. 3
49
Properties=species:S:1:pos:R:3:nbo_charge:R:1 method="wB97M-V/def2-TZVPD" relative_energy_kcal_mol=74.7 fmax_ha_per_bohr=0.0449 lumo_ev=3.38 multiplicity=1 homo_ev=-0.77 charge=-2 energy_ev=-75626.271 gap_ev=4.15
Na -0.56 1.23 0.50 0.895
C 2.45 2.36 -0.55 -0.221
C 2.50 1.51 0.72 -0.234
N 1.71 0.30 0.56 -0.663
C 2.36 -0.84 -0.03 -0.227
C 2.56 -0.77 -1.56 -0.534
S 1.08 -0.35 -2.54 0.185
C 1.46 1.30 -3.22 -0.521
C 0.86 2.49 -2.46 -0.277
N 1.09 2.38 -1.03 -0.664
H 3.09 1.92 -1.31 0.166
H 2.86 3.36 -0.34 0.168
H 2.04 2.09 1.53 0.230
H 3.55 1.29 0.99 0.147
H 1.23 0.05 1.41 0.411
H 1.74 -1.71 0.18 0.217
H 3.36 -1.03 0.40 0.143
H 2.86 -1.76 -1.90 0.207
H 3.35 -0.07 -1.83 0.197
H 1.05 1.29 -4.23 0.222
H 2.55 1.37 -3.31 0.187
H -0.23 2.49 -2.60 0.296
H 1.28 3.41 -2.91 0.135
H 0.53 3.05 -0.51 0.405
O -2.16 2.99 5.93 -0.600
C -1.73 2.63 4.84 0.352
C -1.78 1.25 4.29 0.314
O -2.31 0.27 4.82 -0.630
C -1.05 1.28 3.02 0.313
C -0.78 2.66 2.67 0.244
O -0.35 3.01 1.54 -0.797
C -1.06 3.51 3.83 0.334
O -0.80 4.70 3.97 -0.625
O -0.73 0.30 2.28 -0.829
I -4.22 2.05 -2.88 -0.186
C -2.29 1.93 -1.85 -1.055
H -2.18 0.85 -1.69 0.141
H -2.51 2.39 -0.87 0.147
S -0.99 -2.05 -0.09 0.033
C -1.25 -3.62 -0.38 -0.138
N -2.35 -4.15 -1.01 -0.619
C -2.68 -5.51 -0.62 -0.223
C -1.35 -6.23 -0.51 -0.534
S -0.17 -4.96 0.08 0.258
H -3.12 -3.49 -1.08 0.414
H -3.32 -5.97 -1.38 0.202
H -3.20 -5.54 0.35 0.184
H -1.00 -6.61 -1.47 0.210
H -1.38 -7.04 0.22 0.221



No. 4
49
Properties=species:S:1:pos:R:3:nbo_charge:R:1 method="wB97M-V/def2-TZVPD" relative_energy_kcal_mol=28.7 fmax_ha_per_bohr=0.0019 lumo_ev=3.68 multiplicity=1 homo_ev=-1.67 charge=-2 energy_ev=-75628.269 gap_ev=5.34
Na 0.72 0.11 0.88 0.895
C -1.87 -0.61 -1.10 -0.226
C -2.09 -1.22 0.29 -0.224
N -0.88 -1.74 0.90 -0.663
C -0.40 -3.04 0.46 -0.232
C 0.26 -3.11 -0.91 -0.563
S 1.53 -1.84 -1.26 0.152
C 0.78 -0.92 -2.63 -0.535
C 0.07 0.40 -2.28 -0.226
N -0.75 0.30 -1.10 -0.683
H -1.66 -1.40 -1.82 0.187
H -2.81 -0.14 -1.43 0.170
H -2.47 -0.44 0.95 0.201
H -2.88 -1.99 0.21 0.160
H -0.99 -1.73 1.91 0.384
H 0.33 -3.39 1.20 0.213
H -1.20 -3.80 0.46 0.175
H 0.72 -4.10 -0.96 0.311
H -0.47 -3.05 -1.72 0.196
H 1.58 -0.70 -3.34 0.226
H 0.10 -1.61 -3.14 0.209
H 0.82 1.17 -2.08 0.201
H -0.48 0.73 -3.18 0.177
H -0.95 1.21 -0.70 0.404
O -1.08 5.04 4.42 -0.591
C -0.74 4.09 3.74 0.338
C -0.60 2.67 4.21 0.343
O -0.83 2.26 5.34 -0.599
C -0.15 1.88 3.05 0.287
C -0.03 2.76 1.91 0.219
O 0.32 2.37 0.75 -0.835
C -0.36 4.12 2.29 0.376
O -0.36 5.12 1.56 -0.702
O 0.09 0.65 3.01 -0.759
I 1.78 -6.68 -2.45 -0.261
C 1.35 -6.30 -0.26 -0.962
H 0.74 -7.20 -0.07 0.128
H 2.34 -6.57 0.14 0.130
S 0.24 3.61 -5.20 -0.260
C -0.08 4.01 -3.62 -0.058
N 0.75 4.63 -2.79 -0.582
C 0.40 4.68 -1.36 -0.246
C -1.12 4.60 -1.32 -0.523
S -1.59 3.67 -2.81 0.275
H 1.70 4.78 -3.10 0.407
H 0.75 5.60 -0.91 0.223
H 0.82 3.84 -0.81 0.258
H -1.59 5.58 -1.35 0.212
H -1.44 4.07 -0.43 0.272



No. 5
40
Properties=species:S:1:pos:R:3:nbo_charge:R:1 method="wB97M-V/def2-TZVPD" relative_energy_kcal_mol=75.1 fmax_ha_per_bohr=0.0538 lumo_ev=0.83 multiplicity=1 homo_ev=-7.76 charge=0 energy_ev=-22411.912 gap_ev=8.59
C -0.20 -1.77 6.12 -0.648
C -0.13 -2.87 5.06 -0.246
C -0.19 -2.72 3.69 0.100
O -0.35 -1.48 3.11 -0.484
C -0.64 -1.49 1.76 0.289
C -1.42 -2.50 1.13 -0.099
N -1.77 -2.51 -0.17 -0.370
C -1.41 -1.45 -0.91 -0.049
C -0.68 -0.34 -0.38 0.169
N -0.39 0.77 -1.21 -0.441
C -0.68 0.88 -2.67 -0.027
C 0.44 0.19 -3.50 -0.423
C 1.82 0.81 -3.24 -0.230
N 2.21 0.74 -1.83 -0.626
C 1.82 1.89 -0.98 -0.236
C 0.29 1.99 -0.74 -0.065
C -0.40 3.07 -1.59 -0.402
C -0.83 2.36 -2.90 -0.417
C -0.33 -0.37 0.97 -0.291
H -0.99 -2.01 6.83 0.217
H -0.42 -0.80 5.70 0.221
H 0.77 -1.68 6.63 0.218
H 0.03 -3.87 5.43 0.205
H -0.04 -3.59 3.03 0.194
H -1.80 -3.34 1.67 0.200
H -1.70 -1.45 -1.94 0.189
H -1.62 0.36 -2.93 0.205
H 0.46 -0.84 -3.19 0.205
H 0.22 0.25 -4.61 0.210
H 1.89 1.84 -3.64 0.185
H 2.59 0.28 -3.74 0.202
H 1.86 -0.16 -1.46 0.360
H 2.20 2.80 -1.44 0.195
H 2.33 1.75 -0.02 0.201
H 0.12 2.23 0.31 0.210
H -1.29 3.45 -1.07 0.215
H 0.26 3.94 -1.80 0.210
H -0.25 2.68 -3.76 0.211
H -1.92 2.48 -3.10 0.221
H 0.18 0.47 1.43 0.224



No. 6
42
Properties=species:S:1:pos:R:3:nbo_charge:R:1 method="wB97M-V/def2-TZVPD" smiles="CC(C)OC[C@@H](O)CCc1n[nH]c(=S)n1-c1ccccc1" relative_energy_kcal_mol=44.4 fmax_ha_per_bohr=0.0204 lumo_ev=0.69 multiplicity=1 homo_ev=-7.87 charge=0 energy_ev=-35296.380 gap_ev=8.56
C -0.97 0.31 4.23 -0.640
C -0.98 0.31 2.70 0.113
C -0.92 1.74 2.15 -0.648
O 0.02 -0.55 2.16 -0.543
C 1.38 -0.20 2.34 -0.087
C 2.00 0.44 1.08 0.080
O 3.37 0.70 1.28 -0.711
C 1.73 -0.45 -0.14 -0.431
C 2.06 0.25 -1.46 -0.441
C 1.60 -0.57 -2.60 0.376
N 2.37 -1.18 -3.44 -0.269
N 1.55 -1.88 -4.26 -0.387
C 0.24 -1.72 -3.93 0.216
S -1.06 -2.39 -4.66 -0.247
N 0.28 -0.86 -2.85 -0.443
C -0.85 -0.40 -2.14 0.219
C -1.70 -1.31 -1.53 -0.210
C -2.80 -0.86 -0.82 -0.199
C -3.05 0.50 -0.73 -0.210
C -2.22 1.41 -1.35 -0.201
C -1.12 0.96 -2.07 -0.247
H -0.12 0.86 4.62 0.202
H -0.93 -0.71 4.60 0.219
H -1.88 0.78 4.60 0.215
H -1.90 -0.17 2.35 0.187
H -1.80 2.28 2.49 0.217
H -0.04 2.26 2.50 0.203
H -0.93 1.72 1.06 0.219
H 1.91 -1.14 2.54 0.176
H 1.53 0.46 3.19 0.181
H 1.55 1.42 0.91 0.174
H 3.83 -0.14 1.39 0.463
H 0.68 -0.73 -0.10 0.239
H 2.33 -1.37 -0.05 0.202
H 1.57 1.22 -1.48 0.220
H 3.13 0.40 -1.55 0.249
H 1.91 -2.44 -5.02 0.428
H -1.49 -2.37 -1.61 0.239
H -3.46 -1.57 -0.35 0.221
H -3.91 0.85 -0.17 0.217
H -2.42 2.47 -1.29 0.219
H -0.47 1.67 -2.58 0.222



No. 7
42
Properties=species:S:1:pos:R:3:nbo_charge:R:1 method="wB97M-V/def2-TZVPD" smiles="CCn1ncc(/C=C/C(=O)NCc2cnn(C)c2C)c1C" relative_energy_kcal_mol=35.1 fmax_ha_per_bohr=0.0165 lumo_ev=0.76 multiplicity=1 homo_ev=-8.41 charge=0 energy_ev=-25393.444 gap_ev=9.17
C -6.45 -2.80 0.27 -0.613
C -5.23 -3.47 -0.35 -0.213
N -4.00 -2.92 0.17 -0.157
N -3.33 -3.61 1.10 -0.272
C -2.29 -2.88 1.41 -0.023
C -2.27 -1.67 0.68 -0.208
C -1.26 -0.65 0.80 -0.130
C -1.34 0.60 0.35 -0.297
C -0.31 1.65 0.52 0.633
O -0.59 2.84 0.47 -0.625
N 0.95 1.22 0.76 -0.607
C 2.07 2.13 0.85 -0.239
C 3.12 1.81 -0.16 -0.160
C 2.93 1.26 -1.44 -0.059
N 4.07 1.10 -2.07 -0.269
N 5.01 1.55 -1.24 -0.159
C 6.39 1.53 -1.63 -0.409
C 4.49 1.99 -0.07 0.161
C 5.35 2.54 1.01 -0.649
C -3.41 -1.74 -0.12 0.202
C -3.93 -0.81 -1.15 -0.659
H -6.47 -1.74 0.02 0.206
H -6.42 -2.90 1.35 0.220
H -7.36 -3.26 -0.10 0.216
H -5.25 -3.38 -1.44 0.199
H -5.22 -4.53 -0.09 0.233
H -1.58 -3.22 2.14 0.206
H -0.39 -0.98 1.36 0.198
H -2.23 0.97 -0.12 0.215
H 1.17 0.24 0.68 0.393
H 2.50 2.09 1.86 0.192
H 1.66 3.13 0.69 0.249
H 2.00 0.97 -1.91 0.210
H 6.44 1.13 -2.64 0.240
H 6.81 2.54 -1.62 0.203
H 6.98 0.90 -0.96 0.201
H 6.11 1.82 1.31 0.221
H 5.85 3.45 0.68 0.224
H 4.74 2.78 1.88 0.231
H -4.46 0.02 -0.68 0.232
H -3.10 -0.39 -1.72 0.240
H -4.61 -1.31 -1.83 0.222



No. 8
43
Properties=species:S:1:pos:R:3:nbo_charge:R:1 method="wB97M-V/def2-TZVPD" smiles="CC/C=C1/C=CC(=O)[C@@H](O)[C@]12C(=O)N(OC)[C@@](C)(OC)[C@@H]2O" relative_energy_kcal_mol=0.0 fmax_ha_per_bohr=0.0919 lumo_ev=-0.17 multiplicity=1 homo_ev=-9.00 charge=0 energy_ev=-29667.017 gap_ev=8.83
C -2.34 -1.64 2.94 -0.600
C -1.59 -0.45 2.43 -0.459
C -2.39 0.15 1.28 -0.068
C -2.12 0.31 -0.05 -0.055
C -3.23 0.95 -0.82 -0.078
C -3.18 1.08 -2.20 -0.327
C -2.10 0.48 -2.96 0.501
O -2.06 0.65 -4.19 -0.557
C -1.12 -0.51 -2.28 0.045
O 0.04 -0.74 -3.11 -0.727
C -0.78 -0.01 -0.81 -0.194
C 0.19 -1.07 -0.29 0.680
O -0.15 -2.25 -0.10 -0.622
N 1.45 -0.62 0.01 -0.184
O 2.41 -1.32 0.84 -0.360
C 2.98 -2.49 0.23 -0.253
C 1.49 0.83 -0.07 0.386
C 1.41 1.42 1.35 -0.666
O 2.65 1.34 -0.76 -0.548
C 3.96 1.12 -0.13 -0.250
C 0.23 1.18 -0.91 0.089
O -0.31 2.44 -0.53 -0.715
H -3.40 -1.41 3.25 0.201
H -1.85 -2.11 3.78 0.214
H -2.32 -2.42 2.18 0.224
H -1.47 0.28 3.24 0.216
H -0.57 -0.80 2.15 0.222
H -3.32 0.56 1.63 0.194
H -4.03 1.44 -0.25 0.219
H -3.97 1.62 -2.70 0.235
H -1.67 -1.46 -2.17 0.219
H -0.20 -0.68 -4.05 0.504
H 4.04 -2.38 0.26 0.177
H 2.67 -2.65 -0.79 0.209
H 2.71 -3.38 0.80 0.195
H 0.41 1.32 1.78 0.230
H 2.09 0.97 2.05 0.229
H 1.61 2.52 1.33 0.217
H 4.30 0.09 -0.19 0.181
H 4.71 1.76 -0.60 0.196
H 3.92 1.45 0.91 0.176
H 0.54 1.30 -1.95 0.221
H 0.37 3.11 -0.52 0.481